1.
This record from the Open Molecules 2025 dataset describes an isolated molecule of C5H9F. The level of theory is wB97M-V/def2-TZVPD.

Structure (XYZ):
```
15
Properties=species:S:1:pos:R:3:lowdin_charge:R:1
C 1.511 0.480 -1.832 -0.135
C 0.483 0.451 -0.715 -0.189
C -0.076 -0.723 -0.334 -0.114
C -0.985 -0.870 0.872 -0.195
C -1.007 0.388 1.666 -0.214
F -1.800 0.284 2.835 -0.069
H 1.168 -0.261 -2.549 0.049
H 2.510 0.116 -1.432 0.088
H 1.597 1.475 -2.448 0.101
H 0.407 1.429 -0.183 0.106
H 0.180 -1.733 -0.879 0.147
H -1.951 -1.200 0.520 0.115
H -0.659 -1.691 1.423 0.093
H 0.008 0.628 1.913 0.111
H -1.387 1.228 1.142 0.106
```

As for the total charge: 0. As for the spin multiplicity: 1. Its SMILES is C/C=C/CCF. As for the HOMO energy: -9.456 eV. For the molar mass, the calculation gives 88.1 Da.



2.
This record from the Open Molecules 2025 dataset describes an isolated molecule of C5H9F. The level of theory is wB97M-V/def2-TZVPD.

Structure (XYZ):
```
15
Properties=species:S:1:pos:R:3:lowdin_charge:R:1
C 1.907 -0.482 -0.213 -0.035
C 0.901 0.467 0.398 -0.327
F 0.616 1.661 -0.350 -0.075
C -0.476 -0.216 0.515 -0.217
C -1.312 -0.414 -0.711 -0.163
C -1.804 0.585 0.232 -0.097
H 1.410 -1.283 -0.670 0.055
H 2.664 0.081 -0.771 0.094
H 2.297 -1.012 0.667 0.089
H 1.250 0.928 1.364 0.149
H -0.515 -1.095 1.230 0.155
H -0.969 0.143 -1.608 0.125
H -1.837 -1.336 -0.867 0.096
H -2.528 0.483 0.991 0.087
H -1.604 1.491 -0.208 0.065
```

As for the total charge: 0. As for the spin multiplicity: 1. Its SMILES is C[C@@H](F)C1CC1. As for the HOMO energy: -9.869 eV. For the molar mass, the calculation gives 88.1 Da.



Computed relative energies in units of kcal/mol: 1 0.0; 2 7.6



1.
This record from the Open Molecules 2025 dataset describes the ion CH6NS2 with charge +1. The level of theory is wB97M-V/def2-TZVPD.

Structure (XYZ):
```
10
Properties=species:S:1:pos:R:3:lowdin_charge:R:1
N 0.855 0.613 0.214 0.077
C 0.516 -0.687 -0.348 -0.590
S -1.012 -0.452 -1.344 0.571
S -2.089 -0.373 0.517 0.432
H 1.774 0.445 0.672 0.187
H 0.057 0.686 0.928 0.118
H 0.897 1.315 -0.518 0.157
H 0.490 -1.455 0.432 0.105
H 1.225 -0.921 -1.136 0.089
H -2.712 0.830 0.583 -0.147
```

As for the total charge: +1. As for the spin multiplicity: 1. Its SMILES is [NH3+]CSS. As for the HOMO energy: -13.883 eV. For the molar mass, the calculation gives 96.2 Da.



2.
This record from the Open Molecules 2025 dataset describes a cluster of 2 separate species, CH6NS2 in total. The level of theory is wB97M-V/def2-TZVPD.

Structure (XYZ):
```
10
Properties=species:S:1:pos:R:3:lowdin_charge:R:1
C -0.937 -0.496 -0.034 -0.158
N -0.834 0.831 0.659 0.100
S 2.560 -0.239 -0.477 0.284
S 0.941 -0.237 -1.598 0.289
H -1.804 -0.304 -0.712 0.096
H -0.735 -1.365 0.663 0.110
H -1.707 0.891 1.096 0.135
H -0.676 1.491 -0.107 0.139
H -0.006 0.817 1.271 0.161
H 3.199 -1.389 -0.763 -0.155
```

As for the total charge: +1. As for the spin multiplicity: 1. As for the HOMO energy: -13.374 eV. For the molar mass, the calculation gives 96.2 Da.



3.
This record from the Open Molecules 2025 dataset describes a cluster of 2 separate species, CH6NS2 in total. The level of theory is wB97M-V/def2-TZVPD.

Structure (XYZ):
```
10
Properties=species:S:1:pos:R:3:lowdin_charge:R:1
C -0.965 -1.550 -0.371 0.154
N -1.733 -0.533 -0.338 0.208
H -0.114 -1.530 -1.041 0.114
H -1.169 -2.342 0.341 0.137
H -2.568 -0.565 0.236 0.163
H -1.505 0.321 -0.828 0.155
S 1.798 0.454 0.324 0.208
S 2.574 2.295 1.026 0.288
H 0.593 0.768 0.823 -0.247
H 3.089 2.684 -0.172 -0.179
```

As for the total charge: +1. As for the spin multiplicity: 1. As for the HOMO energy: -12.378 eV. For the molar mass, the calculation gives 96.2 Da.



Computed relative energies in units of kcal/mol: 1 0.0; 2 37.1; 3 16.6